# CH5N4OS

A cluster of 2 separate species, CH5N4OS in total at a distorted geometry (wB97M-V/def2-TZVPD, the OMol25 dataset).

Values from the calculation:
strongest force on any atom	3.4	eV/Å
Kohn-Sham gap (alpha / beta)	4.70 / 7.15	eV

The geometry in ORCA input format:
```
! RIJCOSX wB97M-V def2-TZVPD def2/J DEFGRID3
* xyz -1 1
S -2.3228 -0.5262 0.3360
O 1.4498 -2.0640 -0.0244
N 0.3200 -1.4111 -0.1025
N 1.3247 0.6217 -0.2689
N -1.0863 0.3946 -0.2177
N -1.2478 1.5245 -0.7994
C 0.2096 -0.0917 -0.0392
H -0.5796 -1.8901 -0.1645
H -2.1911 1.6464 -0.9644
H 1.5020 1.4429 0.2014
H 0.5028 0.2823 1.9641
H 2.1186 0.0707 0.0795
*
```